# 1
76
Properties=species:S:1:pos:R:3:forces:R:3 method="wB97M-V/def2-TZVPD" charge=+4 fmax_ha_per_bohr=0.0039 homo_lumo_gap_ev="6.2446 / 5.7125" spin_multiplicity=4
Re -0.58220 0.32615 -0.96867 -0.02 -0.14 -0.14
N 0.11411 -1.73481 -0.59378 0.05 -0.05 0.02
C 1.26285 -1.81287 0.38388 -0.04 0.01 0.08
C 2.47895 -2.45171 -0.31040 0.01 0.04 -0.05
C 3.84032 -2.47129 0.39670 0.01 0.00 -0.01
C 3.98593 -3.35069 1.64827 -0.01 0.00 0.02
N 4.01389 -2.55624 2.87865 0.07 0.01 0.00
C 4.61796 -2.94910 4.00752 -0.02 0.01 -0.01
N 5.00612 -4.20837 4.16322 0.03 0.00 -0.01
N 4.81284 -2.07208 4.98955 0.01 0.01 0.00
C 1.53695 -0.42125 0.93271 0.02 0.03 -0.06
O 2.33445 -0.20822 1.79334 -0.05 0.01 0.01
O 0.79632 0.56423 0.37553 0.10 0.07 0.02
H -0.62875 -2.36781 -0.29816 -0.03 0.05 0.02
H 0.43739 -2.11810 -1.48514 -0.02 -0.03 0.02
H 0.94275 -2.41719 1.23585 0.03 -0.03 -0.02
H 2.62852 -1.92116 -1.25890 0.00 0.00 0.00
H 2.19548 -3.47651 -0.56759 0.00 0.00 0.00
H 4.18235 -1.45924 0.61337 0.00 0.01 0.00
H 4.53421 -2.85380 -0.35198 0.00 0.00 0.00
H 4.93330 -3.88566 1.57070 -0.01 -0.01 0.01
H 3.18974 -4.10029 1.69772 0.00 0.00 -0.01
H 3.69565 -1.59910 2.82198 -0.04 -0.03 0.02
H 4.78696 -4.92393 3.49228 -0.02 0.00 0.01
H 5.54349 -4.49062 4.96838 0.00 0.00 0.00
H 4.70825 -1.08321 4.83681 0.01 -0.01 -0.01
H 5.22090 -2.35452 5.86686 -0.02 -0.01 0.00
C -2.70121 -2.73509 -4.89992 -0.02 0.01 0.01
N -2.26744 -1.31592 -4.77602 0.02 0.04 -0.04
C -2.23141 -0.49862 -6.02259 -0.01 0.01 0.00
C -1.90072 -0.82777 -3.66514 -0.04 -0.08 0.06
N -1.58494 -0.37323 -2.62280 0.01 0.10 0.00
H -1.96993 -3.27030 -5.50195 0.00 0.00 0.00
H -3.67087 -2.74469 -5.39279 0.00 0.00 0.00
H -2.78860 -3.18219 -3.91372 0.01 -0.01 0.00
H -1.51514 -0.94783 -6.70743 0.00 0.00 0.00
H -1.93595 0.51999 -5.78659 0.01 0.00 0.00
H -3.22762 -0.50922 -6.45931 0.00 0.00 0.00
C -2.61390 -1.75969 1.74293 -0.01 0.00 0.00
C -1.84317 -0.49790 2.13888 0.01 0.01 0.01
P -2.00677 0.85957 0.94581 -0.06 0.00 0.10
C -3.76803 1.01738 0.54972 0.00 0.01 0.00
C -4.59907 1.29887 1.81332 0.00 0.00 0.01
C -1.39558 2.43447 1.63218 0.00 0.00 -0.02
C -1.37936 2.49002 3.16441 -0.01 -0.01 0.00
H -2.33138 -2.59083 2.38675 0.01 0.00 0.00
H -2.44805 -2.05857 0.70321 0.01 -0.01 0.00
H -3.68775 -1.62015 1.85705 0.00 0.00 0.00
H -0.77852 -0.67580 2.30648 -0.01 -0.02 -0.01
H -2.22269 -0.10631 3.08713 0.00 0.01 -0.01
H -4.10204 0.10343 0.05219 0.01 -0.01 0.00
H -3.87100 1.84323 -0.15433 0.00 -0.01 0.00
H -4.53448 0.49199 2.54196 0.00 0.01 0.01
H -5.64466 1.39784 1.52608 0.00 -0.01 0.00
H -4.30281 2.23120 2.29211 -0.01 0.00 -0.01
H -2.05406 3.20217 1.21325 0.01 0.00 0.00
H -0.39526 2.61262 1.23566 0.01 -0.01 0.00
H -2.36267 2.32031 3.60020 0.01 0.00 0.01
H -1.05270 3.48308 3.46904 0.00 0.00 -0.01
H -0.67667 1.77104 3.58413 0.00 0.00 0.00
N -2.95791 2.29870 -2.42223 -0.04 -0.01 0.06
C -1.80218 2.90141 -2.14037 0.02 -0.01 -0.02
N -0.71041 2.27158 -1.62829 0.02 0.10 -0.10
C 0.38715 3.20437 -1.55012 -0.02 0.00 0.02
C 1.71309 2.93718 -1.22961 -0.03 0.03 0.00
C 2.61895 3.98741 -1.22429 0.01 -0.02 0.01
C 2.23296 5.28565 -1.54346 0.00 -0.01 -0.01
C 0.92317 5.55654 -1.90163 0.00 0.00 0.00
C 0.02689 4.50127 -1.90425 0.00 0.00 0.02
S -1.64225 4.57782 -2.40772 0.00 0.00 0.00
H -3.07788 1.30359 -2.34673 0.03 0.01 -0.02
H -3.73184 2.83780 -2.78376 0.01 0.00 -0.02
H 2.06520 1.94606 -0.99766 -0.01 -0.06 0.02
H 3.65244 3.78651 -0.97833 0.00 0.00 0.00
H 2.96232 6.08369 -1.53602 0.00 0.00 0.00
H 0.61606 6.55471 -2.18414 0.00 0.00 0.00


# 2
21
Properties=species:S:1:pos:R:3:forces:R:3 method="wB97M-V/def2-TZVPD" fmax_ha_per_bohr=0.0583 smiles="[H]/N=C(/CC)C(=O)O.N#CC=C=N" homo_lumo_gap_ev=10.1754
C 0.96835 3.18995 -0.35167 1.48 -0.44 -0.18
C -0.72460 2.53940 -1.81942 0.09 0.72 1.85
C -0.28904 -0.53160 -0.83204 0.16 0.36 1.65
C -0.86904 -2.90367 1.20189 1.20 0.78 -0.67
C -0.39031 -1.43885 1.59723 1.71 -1.05 1.01
C -0.30022 3.06418 -0.59378 -0.48 -0.04 0.76
C 0.45882 -0.82907 0.48257 -1.61 -0.77 -0.88
N 2.14079 3.33014 -0.18515 -0.90 2.27 -0.65
N -1.14820 2.09768 -2.76847 -0.84 -1.00 -2.51
N 1.69289 -0.74474 0.54746 1.98 0.28 0.84
O 0.39321 -0.45796 -1.96331 -1.35 -0.72 -2.29
O -1.44722 -0.28597 -0.73335 -1.79 -0.03 -0.40
H -0.18526 -3.78939 1.34691 -0.40 1.33 0.13
H -1.14871 -2.89629 0.12574 -0.19 -0.09 0.78
H -1.71819 -2.95817 1.83556 -1.02 -1.00 0.18
H -1.28656 -0.92596 1.91816 -0.13 0.59 -0.70
H 0.23420 -1.44760 2.55597 -0.50 -0.19 -1.45
H -0.87555 3.12427 0.31735 -0.79 0.26 -0.33
H 2.12408 -0.44751 -0.32258 -0.11 -0.01 -0.22
H -0.33066 -0.45846 -2.72463 2.06 0.50 2.13
H 2.70121 2.76962 0.36555 1.44 -1.76 0.94


# 3
87
Properties=species:S:1:pos:R:3:forces:R:3 method="wB97M-V/def2-TZVPD" fmax_ha_per_bohr=0.0249 homo_lumo_gap_ev="4.8395 / 6.4329" spin_multiplicity=5
Cr 0.13553 1.28415 0.44675 0.10 1.27 -0.12
C -4.80270 -0.50247 1.73950 0.01 -0.05 -0.01
S -3.87900 0.51446 2.90681 -0.02 0.12 -0.09
C -2.44446 0.99749 2.02362 -0.15 0.03 0.01
S -2.05190 0.35389 0.49122 0.08 -0.32 0.08
N -1.76188 1.88545 2.70680 0.04 -0.03 0.00
N -0.60329 2.22158 2.09985 0.11 -0.02 -0.11
C 0.11739 3.15139 2.60913 -0.15 0.01 0.03
C 1.43968 3.36732 2.03820 0.11 0.03 -0.05
C 2.33522 4.28332 2.57553 -0.01 -0.01 -0.06
C 3.61620 4.34285 2.05688 0.00 -0.01 0.03
C 3.96971 3.48508 1.02692 0.00 -0.03 -0.03
C 3.01424 2.61591 0.52764 0.02 0.04 0.00
N 1.77848 2.56968 1.00883 -0.15 -0.11 0.19
H -5.85346 -0.24511 1.85702 0.00 -0.02 0.03
H -4.65990 -1.56192 1.94341 0.03 0.00 -0.01
H -4.49608 -0.28503 0.72000 -0.02 0.04 0.00
H -0.22786 3.70860 3.47347 0.01 -0.03 0.02
H 2.02330 4.92549 3.38734 0.00 -0.01 0.01
H 4.33749 5.03848 2.46477 0.00 0.01 -0.01
H 4.96657 3.48136 0.61005 0.00 0.02 0.00
H 3.23368 1.93655 -0.28730 -0.01 0.01 -0.01
C 1.57585 0.17143 2.82093 0.03 0.03 0.07
O 0.96575 0.08046 1.57498 0.13 -0.54 -0.03
H 2.60880 0.54929 2.75345 -0.01 0.02 -0.01
H 1.61651 -0.82409 3.27774 0.02 0.00 -0.01
H 1.03618 0.81798 3.52608 -0.03 0.00 -0.02
Se -3.58998 4.81651 0.84201 0.08 0.01 -0.04
N -2.27513 6.02152 0.58301 -0.04 -0.06 0.01
C -1.27339 5.36928 0.01550 -0.02 0.08 0.01
C -0.07080 5.95719 -0.41399 0.00 -0.02 0.00
C 0.84184 5.13519 -1.07729 -0.03 -0.02 -0.03
C 0.60966 3.78328 -1.18918 0.09 0.02 -0.07
N -0.47139 3.11338 -0.68707 0.26 0.22 0.11
C -1.46940 3.92607 -0.19329 -0.22 -0.12 0.00
N -2.64480 3.45260 0.13417 0.04 0.02 0.06
H 0.09800 7.01362 -0.25940 -0.01 0.01 -0.03
H 1.75629 5.53856 -1.49341 0.00 0.01 -0.01
H 1.35284 3.16182 -1.67102 0.04 -0.02 0.10
C 0.54455 2.49116 -4.35674 -0.03 0.01 0.04
As -0.09867 1.00129 -3.31484 -0.02 0.14 0.06
C -0.12353 -0.46571 -4.56576 0.11 0.03 0.04
C -1.93324 1.41087 -2.90907 0.02 -0.08 0.00
S 1.22739 0.52239 -1.71804 -0.21 -0.26 0.06
H -0.00358 2.53647 -5.29715 0.00 -0.01 0.00
H 1.60681 2.34901 -4.54515 0.00 -0.01 -0.01
H 0.39240 3.40817 -3.79069 0.00 -0.01 -0.01
H -0.58320 -0.13638 -5.49686 -0.02 -0.01 0.01
H -0.67338 -1.30297 -4.14411 -0.01 0.00 0.00
H 0.90511 -0.77531 -4.74227 0.00 0.01 -0.02
H -2.44088 1.59606 -3.85604 -0.01 -0.02 -0.01
H -1.96248 2.28583 -2.26504 -0.01 -0.02 -0.02
H -2.39661 0.57841 -2.38343 0.01 -0.02 -0.03
C -0.81870 -3.91980 4.34686 0.00 0.00 -0.01
C -1.83067 -3.40508 3.54570 0.00 0.01 0.01
C -1.54511 -2.95248 2.26869 0.00 0.03 0.04
C -0.24044 -2.99162 1.77041 0.09 0.02 0.08
C 0.76671 -3.50279 2.58301 0.01 -0.04 -0.01
C 0.47671 -3.97582 3.85748 0.00 0.03 0.01
P 0.04936 -2.19989 0.14927 -0.22 -0.32 -0.47
C 1.66918 -2.86646 -0.38796 0.13 -0.01 0.19
C 2.80525 -2.26790 0.16830 -0.02 -0.01 -0.03
C 4.07743 -2.67184 -0.20396 0.01 -0.01 0.00
C 4.24091 -3.66544 -1.16075 0.01 0.01 0.02
C 3.12311 -4.24538 -1.73984 0.01 0.01 -0.02
C 1.84715 -3.85118 -1.35594 -0.01 -0.02 0.01
C -1.09089 -3.19983 -0.89267 -0.12 -0.08 0.09
C -1.69416 -2.53648 -1.95611 -0.04 0.02 0.02
C -2.60559 -3.17368 -2.78744 0.01 0.00 -0.01
C -2.92766 -4.50291 -2.55909 0.00 0.00 0.01
C -2.33860 -5.18089 -1.49822 -0.01 0.00 -0.02
C -1.43766 -4.53199 -0.66748 0.07 -0.04 -0.03
H -1.04103 -4.27180 5.34598 0.00 -0.01 0.00
H -2.84380 -3.34216 3.92343 -0.01 -0.03 -0.01
H -2.34235 -2.56171 1.64618 0.02 0.06 0.01
H 1.78759 -3.54094 2.22368 -0.01 -0.02 -0.02
H 1.27116 -4.38474 4.46950 0.00 0.01 0.01
H 2.67448 -1.47087 0.89124 0.00 0.01 0.00
H 4.94363 -2.20695 0.25095 0.00 0.00 -0.01
H 5.23373 -3.98311 -1.45298 0.00 0.01 -0.01
H 3.24126 -5.01404 -2.49369 0.00 0.00 0.00
H 0.98808 -4.32008 -1.81808 0.00 -0.01 0.01
H -1.45177 -1.49062 -2.10476 -0.03 0.01 0.02
H -3.07802 -2.63133 -3.59836 0.01 -0.01 -0.01
H -3.64493 -5.00604 -3.19484 0.01 -0.01 -0.01
H -2.58384 -6.22013 -1.31845 -0.02 0.01 0.02
H -0.99501 -5.06586 0.16547 0.00 0.01 0.00


# 4
13
Properties=species:S:1:pos:R:3:forces:R:3 method="wB97M-V/def2-TZVPD" fmax_ha_per_bohr=0.0063 homo_lumo_gap_ev=8.2684
C 0.76165 -1.11483 0.19853 0.09 -0.11 0.02
C 1.13375 -0.04120 -0.80813 -0.08 0.16 0.08
C 0.49536 1.10355 -0.54661 0.09 -0.24 -0.01
C -0.40826 0.89447 0.63857 -0.07 0.27 0.04
N -1.48874 -0.06754 0.27633 -0.19 -0.20 -0.07
C -0.25341 -0.49597 1.16649 0.11 0.01 -0.24
H 1.63840 -1.45976 0.76097 -0.09 0.07 -0.12
H 0.33978 -2.01231 -0.27802 0.14 0.12 0.05
H 1.82895 -0.19446 -1.63008 -0.13 0.04 0.08
H 0.60102 2.03932 -1.09082 -0.04 -0.18 0.12
H -0.73224 1.75220 1.22739 0.06 -0.20 -0.06
H -1.57488 -0.24801 -0.72154 0.12 -0.04 0.19
H -2.34139 -0.15547 0.80692 0.00 0.31 -0.07


Calculated ΔE to the lowest compared entry with this formula, charge and spin in order - 0.048, 3.364, 0.000, 3.722 eV
Calculated M in order - 698.87, 167.17, 891.78, 81.12 g/mol
Calculated E_tot in order - -2267.97942, -586.79677, -8977.89249, -249.33647 a.u.